The following is a DFT calculation (ωB97M-V/def2-TZVPD) of a molecular structure, C23H16O6PPt at a distorted geometry.

XYZ file:
```
47
Properties=species:S:1:pos:R:3:forces:R:3
O 0.46626 -0.57153 -8.43598 1.09 0.02 4.16
C 0.75301 -0.56574 -7.31154 -1.15 -0.02 -4.18
Pt -0.31493 -0.59424 -2.78116 -2.59 0.15 -5.21
O 2.27813 -0.58922 -4.47663 -2.79 0.03 1.31
C 1.37269 -0.59046 -3.76266 6.30 -0.06 -2.05
C -2.12509 -0.61692 -2.06640 -5.29 -0.15 3.77
O -3.24419 -0.62127 -1.78363 2.49 0.02 -1.68
C -0.35833 -2.54468 -2.88709 0.52 -6.39 0.92
O -0.45389 -3.67644 -3.09565 -0.11 3.04 -0.17
C -0.39259 1.34664 -2.93585 0.48 5.66 1.00
O -0.51265 2.46976 -3.16091 -0.11 -2.49 -0.46
H -1.05142 -0.61792 -4.27642 0.37 0.01 0.66
O 0.71257 -0.61525 -0.85170 0.33 -0.34 -1.07
P 0.25940 -0.05651 0.45900 0.40 -0.06 0.52
C 1.63261 1.02524 0.86744 1.08 1.44 1.23
C 1.97522 2.15486 0.07407 -1.12 -0.55 -0.48
C 3.04299 2.97933 0.38774 0.21 0.38 -0.32
C 3.83568 2.70987 1.50037 0.18 0.10 0.14
C 3.54491 1.60502 2.29228 0.53 0.08 0.29
C 2.47514 0.78170 1.97811 -0.99 -0.89 0.11
C -1.38591 0.76776 0.46197 -0.51 0.34 0.47
C -2.48468 0.18316 1.12149 0.90 -1.31 0.48
C -3.72482 0.78809 1.17098 -0.86 -0.25 0.35
C -3.92841 2.01635 0.55959 -0.71 0.14 0.10
C -2.87372 2.62947 -0.09471 -0.20 0.84 -0.50
C -1.63500 2.01982 -0.13667 1.73 0.27 -0.50
C 0.22058 -1.49306 1.51077 -0.39 -1.16 2.09
C 0.44884 -2.82289 1.05840 0.04 1.04 -1.09
C 0.41765 -3.90486 1.92565 0.11 -0.63 -0.30
C 0.16113 -3.72018 3.27610 -0.06 -0.23 0.46
C -0.06871 -2.43841 3.76433 -0.08 0.24 0.35
C -0.03947 -1.34979 2.89666 -0.05 0.57 -0.27
H 1.36933 2.38278 -0.82806 0.50 -0.12 0.66
H 3.27483 3.85222 -0.24875 -0.22 -0.64 0.40
H 4.68540 3.36115 1.74741 -0.47 -0.33 -0.13
H 4.17260 1.38106 3.17204 -0.45 0.09 -0.59
H 2.27056 -0.09772 2.62020 0.18 0.67 -0.44
H -2.35261 -0.80543 1.61542 -0.13 0.85 -0.41
H -4.56484 0.28951 1.69867 0.75 0.37 -0.43
H -4.92153 2.49768 0.59670 0.69 -0.31 -0.02
H -3.02806 3.61589 -0.58167 0.22 -0.84 0.40
H -0.80083 2.55072 -0.65742 -0.86 -0.45 0.66
H 0.65494 -2.99007 -0.01676 -0.10 0.15 0.80
H 0.60002 -4.92702 1.53816 -0.13 0.84 0.24
H 0.13686 -4.58059 3.96427 0.03 0.51 -0.45
H -0.27487 -2.28030 4.83584 0.14 -0.08 -0.69
H -0.22480 -0.33758 3.29598 0.08 -0.58 -0.13
```
Forces are in eV/Å.

Output
E_LUMO (alpha / beta) in eV: -3.21 / -4.02
HOMO energy (alpha / beta) in eV: -9.7 / -12.2
Total charge: +1
Kohn-Sham gap (alpha / beta) in eV: 6.4545 / 8.2052
⟨S²⟩: 2.0128
Molecular weight in g mol⁻¹: 614.4
Spin multiplicity: 3

The following is a DFT calculation (ωB97M-V/def2-TZVPD) of a molecular structure, C2H2ClFS at a distorted geometry.

XYZ file:
```
7
Properties=species:S:1:pos:R:3:forces:R:3
C -0.08968 -0.14731 -0.59295 1.04 -4.46 0.60
C 0.02704 0.05854 0.88511 4.38 -2.22 1.83
H -0.12604 0.74749 -1.01914 1.55 3.64 -1.95
H 0.79098 -0.75543 1.65801 -3.14 1.93 -2.63
F 1.06950 -0.97292 -1.09338 -3.29 1.69 1.05
S 0.07769 1.58906 1.29168 -0.60 0.89 1.03
Cl -1.74950 -0.51943 -1.12933 0.08 -1.46 0.08
```
Forces are in eV/Å.

Output
Energy above the lowest of the compared OMol25 structures with the same formula, charge and spin in eV: 2.036
E_LUMO in eV: -1.29
HOMO energy in eV: -9.6
Total charge: 0
Kohn-Sham gap in eV: 8.2748
Molecular weight in g mol⁻¹: 112.6

The following is a DFT calculation (ωB97M-V/def2-TZVPD) of C4H3ClN2 in the gas phase at a distorted geometry.

XYZ file:
```
10
Properties=species:S:1:pos:R:3:forces:R:3
Cl -2.92767 0.00313 0.07333 -0.91 0.43 -0.33
C -1.24545 0.10885 -0.18177 0.96 -0.70 0.53
C -0.59398 -1.15309 -0.14012 1.15 1.16 -0.26
N 0.73250 -1.25124 -0.03276 0.28 0.39 0.20
C 1.44259 -0.11229 0.07519 -3.70 2.34 0.40
C 0.72392 1.14885 0.01567 -0.78 -1.55 -0.91
N -0.63798 1.29121 -0.18651 1.81 -1.86 0.70
H -1.15284 -2.07339 -0.16316 -0.18 -0.05 -0.07
H 2.43351 -0.04776 0.46106 0.80 -0.62 -0.35
H 1.22541 2.08574 0.07906 0.55 0.47 0.09
```
Forces are in eV/Å.

Output
Energy above the lowest of the compared OMol25 structures with the same formula, charge and spin in eV: 0.602
SMILES: Clc1cnccn1
E_LUMO in eV: 0.02
HOMO energy in eV: -9.7
Total charge: 0
Kohn-Sham gap in eV: 9.7291
Molecular weight in g mol⁻¹: 114.5

Which energy belongs to each record? In order, -1797.8128; -1035.5409; -723.9026 Ha.